{"formula": "C5H8N2", "method": "ωB97M-V/def2-TZVPD", "elements": ["C", "N", "C", "C", "C", "C", "N", "H", "H", "H", "H", "H", "H", "H", "H"], "coordinates": [[-2.565, -0.492, -0.166], [-1.425, -0.144, 0.363], [-0.213, -0.942, 0.264], [0.790, -0.075, 0.183], [2.215, -0.277, -0.196], [0.145, 1.292, 0.294], [-1.185, 1.078, 0.803], [0.025, 1.616, -0.761], [-3.268, 0.316, -0.304], [-2.703, -1.488, -0.553], [-0.272, -2.023, 0.198], [2.387, 0.221, -1.160], [2.469, -1.334, -0.312], [2.895, 0.181, 0.529], [0.705, 2.070, 0.817]], "lumo_ev": [0.9, 0.9], "fmax_ev_per_a": 0.4, "relative_energy_kcal_mol": 76.9, "orbital_gap_ev": [8.2, 8.2], "homo_ev": [-7.3, -7.3], "multiplicity": 1, "e_tot_ev": -8291.660, "total_charge": 0}